65
Properties=species:S:1:pos:R:3 method="wB97M-V/def2-TZVPD" e_tot_ha=-5109.34708 homo_ev=-11.07 total_charge=+1 multiplicity=1 e_above_lowest_kj_mol=0.0
H -2.86716 -2.63275 0.03205
H -2.83023 -6.49856 1.62833
C 1.58801 3.09639 -1.02827
O 0.26590 -3.40250 -3.11052
H -1.61538 3.12232 -2.00637
I 2.95114 1.92333 -2.14301
H -1.22747 -5.56166 -2.86074
H -4.13778 -6.37244 3.72276
H 2.04480 -4.92892 -0.03985
H 1.10127 -5.37495 -1.47971
C 2.10761 -5.27489 -1.07110
P 0.87033 -2.49839 -2.01115
C -1.77693 -4.67084 1.99369
H -2.80383 -4.77323 -2.99607
H 4.89089 -3.38232 -1.86289
H 1.82989 2.96128 0.02570
C -3.42573 -5.59600 3.48009
H -2.15003 -2.72480 4.73489
H -1.30051 0.55597 3.35145
Sc 0.44895 -0.45033 -0.42924
C -1.04142 -3.91704 -5.01566
H 2.56412 -6.26535 -1.07453
H 2.09637 -4.95840 -3.79259
H -1.94367 -1.92486 -2.33059
C -2.69186 -5.66404 2.30370
C 0.19125 2.61597 -1.25691
I 2.29363 -0.05528 1.54065
H -1.20124 -4.72310 1.07561
H -3.65317 -2.33597 1.59675
O 0.08577 -2.51031 -0.68744
O -0.17971 1.48609 -0.86612
H -3.78730 -4.48022 5.27500
H -2.74482 -0.47665 3.52492
H 1.71966 4.13212 -1.32587
N -0.66837 3.42930 -1.84683
C 3.06636 -4.74981 -3.34972
C -1.76155 -4.62404 -2.71124
H 3.66932 -5.65735 -3.40081
C 4.31835 -4.10230 -1.27940
C -2.14205 0.10601 2.82732
H -0.44112 -4.81927 -5.12369
C 2.95406 -4.32728 -1.89990
O 0.92295 -0.99084 -2.32147
C -3.10934 -1.87260 0.77293
H 4.21920 -3.72836 -0.26113
C -1.57873 -3.59619 2.85774
H -2.75591 0.89292 2.39204
O 2.33000 -2.97833 -1.83905
H -1.36779 -1.40633 -3.93679
H -2.88261 -2.30607 -3.77185
H -2.03594 -4.12049 -5.41404
C -3.23044 -4.53326 4.34948
H -0.21660 -1.99366 3.36068
H -1.72821 -4.36294 -1.65292
C -1.15312 -3.52562 -3.55921
C -0.62973 -2.50184 2.48677
H -0.38709 4.34446 -2.15540
C -2.31011 -3.54118 4.04005
H -3.72123 -1.09654 0.31247
H 4.87122 -5.04151 -1.25595
H 3.56491 -3.97765 -3.93459
As -1.48336 -1.06980 1.44401
C -1.86822 -2.19976 -3.38361
H 0.20195 -2.87062 1.88798
H -0.58942 -3.11996 -5.60404

66
Properties=species:S:1:pos:R:3 method="wB97M-V/def2-TZVPD" e_tot_ha=-2187.31447 homo_ev="-7.96 / -11.58" total_charge=+1 multiplicity=3 e_above_lowest_kj_mol=0.0
H 2.82150 -2.66184 3.10250
C -0.78910 1.66149 -1.38688
C 1.72362 -3.54220 0.94019
H 3.46265 2.34199 0.23398
H -3.06813 -2.08300 -1.74360
H 1.58771 0.32139 4.13804
C -2.58757 0.65796 -2.13210
H 4.43700 0.05395 0.30699
H -3.50268 0.34725 -2.60803
H -1.95830 1.00473 1.37248
H -3.39467 -2.80951 3.25089
C 2.02374 -2.02041 2.70812
H 3.14064 -0.45331 -1.78105
H -1.60366 -3.62820 -3.20784
C 3.44358 -0.19062 0.70485
H 3.43288 1.27946 -1.75936
H 0.73397 -3.82557 1.29683
H 1.08304 -2.34820 3.14214
N 2.39724 0.53114 -0.05107
N -0.81914 -2.36337 -1.70745
H -1.40272 2.61256 4.88917
C 0.07688 1.18279 2.89321
N 1.96022 -2.11780 1.24204
C -2.83806 -2.46729 2.39604
N -0.77442 0.42201 -0.88744
C 2.45279 1.93869 0.37582
C 3.26387 -1.70104 0.68742
H 2.18701 2.03765 1.42487
H -2.99120 1.99942 2.40494
H 1.51161 2.08215 4.22127
N -2.19462 -1.98094 0.34560
C 2.70662 0.50130 -1.49737
N -1.17914 -1.60111 1.14563
H -1.90150 3.73261 3.62071
H 1.03205 -3.90209 -3.89138
H 2.32533 -2.33023 -2.12493
C -0.72841 -3.18583 -2.76230
H 4.08513 -2.15380 1.25929
C 0.91545 1.17126 4.14144
H 3.41491 0.16379 1.73607
C -1.56658 -1.88582 2.39395
O 0.35265 0.44201 1.91740
H -1.96510 2.76725 1.18168
H -0.00753 2.36425 -1.16139
H -0.20209 3.61681 4.05909
B -2.10401 -1.70550 -1.15618
C 1.26485 -2.50358 -2.17909
C -3.20074 -2.50647 1.06711
Ti 0.46685 -0.64570 0.39078
C -2.02630 1.94843 1.90041
H 3.34248 -2.07652 -0.33172
N 0.40577 -1.93126 -1.32957
H -4.10317 -2.86402 0.60013
H 2.22831 -1.00094 3.01140
N -1.88683 -0.18388 -1.35951
H 1.80069 0.65612 -2.08100
C -1.92193 1.86771 -2.17121
H 1.76828 2.54395 -0.21138
H -0.95441 -1.64832 3.24766
H 0.28355 1.10619 5.02647
N -0.96718 2.02989 2.89086
C -1.11928 3.04413 3.92687
H 1.77431 -3.73254 -0.12526
H -2.20668 2.75909 -2.70239
C 0.60431 -3.32066 -3.09377
H 2.47321 -4.17107 1.43535

75
Properties=species:S:1:pos:R:3 method="wB97M-V/def2-TZVPD" e_tot_ha=-26105.65499 homo_ev=-9.97 multiplicity=1 e_above_lowest_kj_mol=14.8
H 4.78842 0.50246 -2.65154
O 0.67390 -5.28623 2.05539
H -5.16960 2.91942 2.27790
H -1.47479 3.32606 -2.91196
H 3.68640 2.92799 0.32186
H -5.67955 1.70670 3.38040
H -3.11125 -0.80050 2.94114
C 4.00426 1.24051 -2.47056
H 6.31932 2.29833 -1.23277
C -1.03264 0.91548 -1.07352
C 1.82132 -3.04560 -4.02003
H -3.51860 0.42389 4.93063
H -1.24710 -4.46741 4.01138
O -2.63080 3.42269 3.30334
C 5.36285 2.82648 -1.10509
H 2.73238 -2.90004 4.34537
H 1.07942 -4.53921 4.78152
H -1.81982 1.05443 4.54440
H 3.13702 1.07383 -3.10144
H -0.30660 -2.73629 -1.83920
H -3.78770 4.17875 -0.97218
H 0.69150 -4.75766 -1.98106
Br -6.02509 4.54733 0.03626
H 5.18524 2.83948 -3.33305
O -0.63568 -3.36016 1.05599
Br -2.22770 0.38331 -2.54897
Br -0.60009 5.56860 -2.18934
C 0.67592 -3.52757 4.67731
H 1.59979 -1.63737 4.08859
Br -0.67501 -0.62170 0.01763
C -0.77506 4.02410 -3.35124
H -0.03934 1.11591 -1.45919
C 4.48117 2.26730 -0.03024
C -0.54732 -3.67110 3.78063
H -1.08053 -2.72025 3.68516
S 0.17501 -3.91508 2.10623
H -3.68351 1.33925 1.13432
H 2.48858 -3.14292 1.85670
H 4.95867 1.81793 0.84062
H 0.51118 -3.15050 5.68280
H -1.63643 -3.12695 -2.99507
C -4.15449 0.92466 2.03295
O 0.61771 -0.80777 -3.03089
H 1.29632 -1.86655 2.00885
H 2.37267 -2.79294 -3.10840
H 5.69635 3.84016 -0.88246
C -4.80380 2.04805 2.81855
S 0.35389 -1.96538 -3.86549
H -4.93336 0.29233 1.60442
C -2.85617 0.94951 4.24384
C 0.16740 -4.51292 -2.90528
H 0.85900 -4.54924 -5.05393
C -0.57183 -3.16588 -2.80383
Br -3.25758 6.04569 0.62005
H -2.12337 0.41147 2.28512
O 4.21227 -0.33414 -0.31800
C -4.31063 5.08912 -0.71435
H 3.72965 3.28589 -2.26207
C 4.61919 2.65815 -2.42711
S 3.55360 0.88879 -0.72302
O 2.14590 1.11488 -0.51362
H -0.53607 -5.33860 -3.01160
H 2.42553 -2.71347 -4.85995
C 1.74548 -2.70906 3.92927
Br 0.93404 3.08148 -3.48511
Br -1.33989 4.60514 -5.13507
Br -4.67998 6.01347 -2.36065
H 1.98755 -5.19853 -3.83595
O -4.13486 3.14845 5.22303
C -3.03654 0.28618 2.86638
Br -1.61067 2.51030 -0.14967
S -3.56494 2.60164 4.03000
C 1.59120 -2.84398 2.38993
C 1.22444 -4.44734 -4.03066
O -0.28615 -1.86327 -5.16440

94
Properties=species:S:1:pos:R:3 method="wB97M-V/def2-TZVPD" e_tot_ha=-19325.23311 homo_ev=-3.93 total_charge=-1 multiplicity=1 e_above_lowest_kj_mol=193.6
Br -0.17893 0.95959 -5.39773
Cl 2.52487 -5.22242 -1.34163
C -3.09930 -2.31479 2.35329
Cl 2.70764 0.59083 1.75601
Cl -2.62309 -2.64086 4.02428
H -4.44201 3.06930 -7.86969
H 1.07978 0.28960 -0.20682
Cl 3.51245 -0.38232 4.65831
C 2.87228 5.43734 -1.77422
H 1.76283 -0.97385 -7.86729
C 0.68502 0.82147 -1.07589
Cl -2.10336 -1.03706 1.64584
H -5.32551 -4.63352 -1.78509
Cl 1.99498 3.93825 7.53498
H 0.98528 4.73638 -6.32149
C 1.95070 -1.19540 4.81584
Cl -3.38874 1.02436 -7.33524
Cl 4.49562 5.75555 -2.39750
H 6.72107 -1.64505 6.17196
C 1.28725 -1.88319 -7.49189
Cl -9.34950 -1.72962 -1.99288
C -4.04053 2.23355 -8.44790
Cl 2.83848 3.95171 -0.81659
C 8.86720 1.39014 6.61264
Cl -0.41536 -1.54569 -7.15644
Cl 7.05894 -1.38690 3.84903
H 1.31079 -0.90168 3.98023
H -2.94658 6.33704 -0.91969
H 1.64977 -7.41257 -1.22303
H 1.11987 1.74810 7.65357
H -2.45187 -2.71802 -2.04400
O 2.05564 3.13722 -4.55568
H -3.23758 2.58730 -9.09904
H 5.42225 -2.40868 5.21059
Cl -2.70851 4.34931 0.33287
H 1.42186 1.54578 -1.43127
Cl -2.01469 -4.82740 -1.07643
H -0.84870 -2.78176 -1.25656
C 1.52894 -6.50015 -0.63418
Cl 0.23887 4.04926 13.61295
Cl -4.00219 -2.43223 -7.34188
Cl -0.78631 1.68099 -0.60502
C -5.65762 -3.62653 -2.04904
H 9.16263 1.76505 7.59550
H -2.97847 -3.22721 1.76444
N 0.45526 4.77082 -5.39956
Cl -1.68339 4.92947 -2.33393
C -3.74967 -4.18164 -7.30851
C -2.95644 5.27022 -1.15557
H -3.11795 -4.46607 -8.15342
C -9.90816 -2.59105 -0.55385
Cl -0.80127 -3.65089 -3.45186
Cl 1.15492 -0.75612 6.33210
H 0.48250 -6.18600 -0.65093
C -0.99684 4.93744 -5.78927
Cl 7.30537 -3.81443 5.44453
Cl 1.47526 2.33445 9.91342
Cl -4.90786 -2.46573 -0.94659
Cl -5.33117 1.55073 -9.44454
C 0.74043 3.44442 -4.73109
H 2.00607 2.92339 12.52374
H 9.27959 2.03468 5.83258
H -3.92253 4.99648 -1.58655
Cl 2.00515 -6.82622 1.03681
H -4.14573 -2.00064 2.33654
N -0.27739 2.45344 -4.21205
C -1.55673 -3.32476 -1.88718
Cl -5.20771 -3.29329 -3.72589
H 2.10891 -2.27636 4.79726
C 0.99904 2.66051 8.24243
Cl -9.10307 -4.15714 -0.39737
Cl 9.50543 -0.24533 6.40476
Cl 3.85019 -1.43432 -0.00255
H 2.18221 5.33435 -2.61508
C 1.94147 3.71176 13.27750
Cl -5.28624 -5.04837 -7.42124
Cl 2.13049 -2.41285 -6.03128
Cl 0.35625 -0.34417 -2.36359
H -10.98618 -2.75139 -0.63131
F -1.59828 4.11490 -6.90467
H -9.68737 -1.98776 0.33006
C 6.50028 -2.24834 5.28806
H 4.91581 0.45562 0.92976
H 2.41705 4.62110 12.90210
H 4.57373 -0.80056 2.15422
H -3.25660 -4.45200 -6.37161
Cl 2.78471 3.18210 14.73811
H -0.04739 2.97467 8.22568
O -1.75156 5.86467 -5.14022
H 1.35185 -2.67156 -8.24565
Cl 7.10323 1.40393 6.49773
H -6.74383 -3.55891 -1.95198
C 4.17897 -0.26869 1.28515
H 2.56301 6.27424 -1.14339

57
Properties=species:S:1:pos:R:3 method="wB97M-V/def2-TZVPD" e_tot_ha=-3711.57249 homo_ev="-14.83 / -17.62" total_charge=+3 multiplicity=5 e_above_lowest_kj_mol=0.0
H 1.57896 -3.82563 -6.16039
C 2.17372 -1.36081 -5.80050
C -3.33688 2.64068 2.34609
H -1.54210 2.26552 4.01426
H -1.39723 -1.75695 3.16543
H -3.08958 0.00912 -1.96164
C 1.84760 -1.77965 1.70530
C -0.34416 -2.10558 3.03574
H 2.10384 -0.57255 -5.03576
C -3.15879 -0.54691 0.62229
H -3.06767 1.58797 2.41463
C -1.10667 2.96110 3.32637
C 0.52247 -1.11124 2.23026
Si -0.27292 0.07095 0.95277
H -1.78888 -2.48935 -1.30703
Ir -0.31052 2.68947 1.20487
C 0.21064 3.52522 3.43025
H -2.38374 4.85553 0.85486
H 2.05376 -4.30044 -4.57072
H 4.25330 -1.34722 -3.94256
H -3.68668 0.36979 0.80196
H -4.02068 3.06592 3.08743
H -0.34783 -3.08992 2.53094
Br 1.20598 1.29685 -0.22900
H 0.06214 -2.25027 4.05264
H -2.43922 1.45002 -1.17874
C -1.22537 -1.85435 -0.45687
H 2.87848 -0.92996 -6.60316
C -1.65688 4.50870 1.57811
H 0.80778 3.22150 4.29011
C 0.88157 -0.00536 3.29761
H 1.52869 5.05750 2.48058
H -3.87012 -1.18904 0.08942
H 4.82974 -2.45235 -5.23983
C -1.89619 -0.45138 -0.25217
H -1.29720 0.38856 -2.14996
H 1.23978 0.94683 2.89336
H 1.58608 -0.33596 4.00601
C 2.42587 -3.86287 -5.46482
H -3.01687 -1.00943 1.57453
H -1.26394 -2.50131 0.42595
C 0.57440 4.47570 2.46327
C 2.86573 -2.50262 -5.19538
H 1.67806 -2.70874 1.16287
H 2.63078 -1.19741 1.20841
C -2.14558 0.40302 -1.44006
C -0.35052 4.99369 1.55409
H -0.18524 5.79929 0.87372
H -3.79311 2.73989 1.35518
C -2.04681 3.39235 2.37753
H 2.39602 -2.03751 2.67882
H 4.24603 -3.10029 -3.64578
H -0.18470 -1.82694 -0.77725
H 1.27094 -1.66431 -6.34227
H -0.01035 0.35118 3.76851
H 3.28357 -4.54920 -5.68885
C 4.10048 -2.35074 -4.41146

67
Properties=species:S:1:pos:R:3 method="wB97M-V/def2-TZVPD" e_tot_ha=-3539.65205 homo_ev=-1.05 total_charge=-2 multiplicity=1 e_above_lowest_kj_mol=229.3
C -0.28964 2.83291 -3.31916
C 1.25882 1.96050 2.66776
I -3.95566 -0.01942 1.49569
H 0.93004 -3.25551 -3.67477
H -2.04076 -2.34716 -2.87790
H 1.70030 -2.60837 2.00382
H -3.11914 -3.57683 0.65805
H 0.88827 1.15341 4.63260
H -0.21355 -2.28918 3.07787
C 0.75026 -3.30214 -2.59455
C 1.35852 -0.41297 -2.85462
C -1.04822 -2.75267 2.54308
H -0.19559 2.46627 4.17098
C -0.02779 3.87742 1.60080
Si -0.71717 -2.98971 0.67967
Si 0.17048 -1.58346 -1.97738
H -1.93738 -2.12978 2.67933
C 2.09222 -1.70254 1.55781
C -1.54873 2.43814 -3.60423
H 1.25640 0.62897 -2.54823
C 3.31908 -1.23234 1.96387
S -1.90016 2.28627 -5.33288
C 0.30854 1.56792 3.79570
C -1.52824 -1.38474 -2.78785
H -1.39982 -0.97529 -3.79583
H -2.20815 -0.70154 -2.27625
N 0.46735 2.46617 1.57138
H 3.85657 -1.76430 2.74301
H 1.07357 -4.71200 1.24200
S 0.38421 3.09803 -1.72183
H -1.76136 5.12950 1.90916
H -1.23407 -3.72557 3.01143
H -0.50368 -5.46443 0.95678
C 3.88384 -0.10705 1.34980
H 1.68154 -3.60045 -2.10251
H 0.49200 -4.93599 -0.40810
H 2.00982 2.69145 2.99899
O -0.04961 2.82209 -7.15282
C 0.18520 -1.57366 -0.10458
N -0.71714 0.67700 3.26000
H 1.78642 1.07605 2.32853
H -1.62181 3.83611 -0.43878
H 1.14799 -0.49291 -3.92715
C -1.60969 4.09165 1.61211
H -2.33628 -4.16156 -0.82565
H -2.02588 3.44806 2.40151
C 0.18209 -4.68317 0.60691
H 4.85850 0.27841 1.61760
H -1.42680 0.44501 3.94130
C 1.36894 -1.06582 0.49438
Sr -1.36977 1.59519 0.27073
S -2.85280 2.07036 -2.51738
H 0.36934 4.30688 2.52376
H -2.79986 -2.46141 -0.65125
C 3.09813 0.51570 0.38689
H 2.39737 -0.70804 -2.67835
H 3.44360 1.43267 -0.09373
N -2.33133 3.82285 0.31880
C -2.39575 -3.32370 -0.12341
C -0.33023 2.76348 -5.97046
N 1.89628 0.11142 0.01218
H 0.93826 2.26630 0.68197
H -0.32055 -0.18209 2.88888
S 0.79531 3.13709 -4.66535
H -2.92762 4.58447 0.02438
H 0.38791 4.43237 0.75909
H 0.00706 -4.08433 -2.41356

60
Properties=species:S:1:pos:R:3 method="wB97M-V/def2-TZVPD" e_tot_ha=-1736.34652 homo_ev="-11.83 / -14.54" total_charge=+2 multiplicity=6 e_above_lowest_kj_mol=166.5
C -0.55579 1.68178 -0.55590
C -0.91399 -1.51488 -0.47723
H 4.28854 3.30563 -0.92010
H 0.37502 1.19412 2.65631
H -5.24715 -0.68341 3.92135
H 2.14238 -3.82389 -2.48008
C -3.30303 -0.61348 3.00860
H 2.77340 -0.50079 -3.03789
H 1.02762 -2.74570 -3.35402
H 3.34805 -3.33310 -0.34333
H -3.24413 2.42555 2.14271
O -4.40341 -0.85342 -0.29683
H 0.84068 0.17845 -1.00554
H -0.99725 2.53898 -1.09405
C -5.27582 -1.47210 1.91187
H 1.40732 3.18777 -2.22864
H 1.73452 1.60493 -3.02261
H -2.12770 -0.05125 -1.49973
H 1.16281 -0.94691 2.18826
C -2.97396 2.31456 1.08922
H -1.59944 -2.36948 -0.49089
H 0.11410 0.97092 -2.46333
H -3.88202 2.18715 0.49210
C -4.28166 -0.87834 0.91598
H 2.97187 3.95238 0.10271
H -4.46819 -2.27116 3.76292
H 4.41314 0.92450 -1.81882
C 0.82393 -0.38706 1.29423
C 3.58431 3.06377 -0.11385
H 3.90010 -1.56201 -2.19630
O -2.44270 -0.31420 3.82197
H -0.99063 -1.01750 -2.61127
C 3.10115 -0.82248 -2.02942
H 4.14798 2.74938 0.77600
H 1.89010 -3.22650 0.68312
N -3.20787 -0.37912 1.64579
C -0.47004 -1.06953 0.81680
C -4.63217 -1.30992 3.26840
H -6.22364 -0.92413 1.85372
C 2.61817 -2.64545 0.09825
C 2.11883 2.36687 -2.34142
C -0.08921 0.57852 -1.45367
H -0.17339 3.00845 1.13048
H 1.60578 -0.53641 0.53034
H 1.85819 1.49490 1.70244
H 3.16759 -1.95382 0.75423
C -0.03605 1.97660 0.74992
P 1.70849 -1.77975 -1.24383
H -5.47107 -2.52072 1.67064
H 3.03945 2.76850 -2.77855
Ir -1.78332 0.79645 0.96607
C 0.81523 1.10607 1.64369
C -1.12713 -0.55627 -1.59877
P 2.46788 1.71661 -0.67195
H -0.72975 -1.81230 1.60290
H 0.45306 -3.70586 -1.94241
C 3.67654 0.37886 -1.20974
C 1.29151 -3.13858 -2.36539
H -2.44740 3.21005 0.75981
H 4.23022 0.03776 -0.31527